i | # C5H8N2

A single C5H8N2 molecule (wB97M-V/def2-TZVPD, the OMol25 dataset).

Cartesian coordinates (Å):
C1 0.89960 -1.41974 0.39403
C2 -1.53185 1.34679 0.27667
N1 -0.34812 -0.08660 -1.43220
C3 1.09510 -0.14866 -0.41465
C4 -0.71868 0.15419 -0.11149
C5 -0.53654 -1.02099 0.63668
N2 2.12188 0.56433 -0.62545
H1 -0.17051 0.72935 -2.01327
H2 2.98289 0.03559 -0.46442
H3 1.05638 -2.35185 -0.15228
H4 1.50128 -1.41008 1.30859
H5 -1.12483 -1.34259 1.48809
H6 -2.58481 1.16715 0.04596
H7 -1.20894 2.22870 -0.28290
H8 -1.43285 1.55441 1.34662

Properties
* spin multiplicity: 1
* HOMO-LUMO gap (alpha / beta): 7.932 / 7.934 eV
* total charge: 0
* highest occupied orbital energy (alpha / beta): -7.6 / -7.6 eV

Atomic partial charges in e from the Löwdin method, atoms 1 to 6:
1 C -0.1336
2 C -0.0197
3 N 0.1321
4 C -0.3251
5 C -0.4696
6 C -0.0365


ii | # C5H8N2

A single C5H8N2 molecule (wB97M-V/def2-TZVPD, the OMol25 dataset).

Cartesian coordinates (Å):
C1 -2.15143 -0.37072 -0.48636
N1 -1.33136 0.22678 0.71349
C2 -0.22492 -0.54743 0.48790
C3 0.85728 0.20525 0.21729
C4 2.18458 -0.33650 -0.18332
C5 0.38907 1.52344 0.50393
N2 -0.90716 1.56788 0.74172
H1 -2.08825 0.28748 -1.35622
H2 -3.14690 -0.49810 -0.10253
H3 -1.82338 -1.36952 -0.86261
H4 -0.35991 -1.60937 0.57454
H5 2.87031 0.43567 -0.53547
H6 2.07299 -1.07791 -0.98458
H7 2.63168 -0.83969 0.67566
H8 1.02742 2.40272 0.59656

Properties
* spin multiplicity: 1
* SMILES string: Cc1cnn(C)c1
* HOMO-LUMO gap: 9.884 eV
* total charge: 0
* highest occupied orbital energy: -9.0 eV

Atomic partial charges in e from the Löwdin method, atoms 1 to 6:
1 C -0.0139
2 N -0.1347
3 C -0.1597
4 C -0.2707
5 C -0.0583
6 C -0.1135


iii | # C5H8N2

A single C5H8N2 molecule (wB97M-V/def2-TZVPD, the OMol25 dataset).

Cartesian coordinates (Å):
C1 -2.38153 -0.51224 0.00833
N1 -1.26893 0.40301 0.33338
C2 -0.09067 0.32418 -0.59966
C3 1.27688 0.23967 -0.08773
C4 2.35922 -0.67268 0.28046
C5 0.84948 1.43868 -0.31376
N2 -1.33309 1.27491 1.17231
H1 -2.80306 -0.23167 -0.96349
H2 -3.11088 -0.36820 0.80195
H3 -2.02486 -1.54505 -0.04170
H4 -0.36113 -0.19566 -1.52970
H5 3.29569 -0.11278 0.24429
H6 2.40526 -1.50730 -0.42706
H7 2.18550 -1.05672 1.28684
H8 1.00761 2.49699 -0.17182

Properties
* spin multiplicity: 1
* HOMO-LUMO gap: 8.488 eV
* total charge: 0
* highest occupied orbital energy: -7.6 eV

Atomic partial charges in e from the Löwdin method, atoms 1 to 6:
1 C -0.0530
2 N -0.3437
3 C -0.2145
4 C -0.2346
5 C -0.0379
6 C 0.0483


iv | # C5H8N2

A single C5H8N2 molecule (wB97M-V/def2-TZVPD, the OMol25 dataset).

Cartesian coordinates (Å):
C1 -2.11728 -0.19543 -0.16110
C2 -0.83095 -0.85739 0.15999
C3 0.40122 1.00807 -0.59119
C4 1.47533 1.88986 -0.40070
N1 2.33556 2.66575 -0.25500
N2 0.30420 -0.20290 0.03554
C5 1.52836 -0.82449 0.55462
H1 -2.12302 0.80634 0.29458
H2 -2.28266 -0.03019 -1.23454
H3 -2.95625 -0.77836 0.22590
H4 -0.79049 -1.87806 0.51926
H5 -0.42745 1.30677 -1.20997
H6 2.14391 -1.16960 -0.27750
H7 1.25614 -1.65361 1.20630
H8 2.08337 -0.08676 1.13381

Properties
* spin multiplicity: 1
* HOMO-LUMO gap: 7.914 eV
* total charge: 0
* highest occupied orbital energy: -7.4 eV

Atomic partial charges in e from the Löwdin method, atoms 1 to 6:
1 C -0.0897
2 C -0.1410
3 C -0.1417
4 C -0.2867
5 N 0.1044
6 N -0.1923


Least stable of them? iii.


i | # C5H8N2

A single C5H8N2 molecule (wB97M-V/def2-TZVPD, the OMol25 dataset).

Cartesian coordinates (Å):
N1 -1.01373 0.89556 -1.63317
C1 -0.53541 -0.05574 -0.65943
C2 0.35330 -1.08321 -1.26608
N2 1.01151 -1.75317 -1.94274
C3 0.35202 0.44078 0.45753
C4 0.86010 -0.95832 1.05888
C5 -0.21827 0.90057 1.70367
H1 -1.48138 0.35899 -2.36018
H2 -0.20133 1.31271 -2.08124
H3 -1.38999 -0.55000 -0.17900
H4 1.15223 1.10392 0.09518
H5 0.29224 -1.92619 1.13424
H6 1.85439 -1.14459 1.47521
H7 0.22416 1.74910 2.24552
H8 -1.25983 0.70958 1.95160

Properties
* spin multiplicity: 1
* HOMO-LUMO gap (alpha / beta): 8.631 / 8.634 eV
* total charge: 0
* highest occupied orbital energy (alpha / beta): -8.5 / -8.4 eV

Atomic partial charges in e from the Löwdin method, atoms 1 to 6:
1 N 0.0601
2 C -0.4083
3 C -0.2454
4 N 0.1602
5 C -0.4503
6 C 0.0785


ii | # C5H8N2

A single C5H8N2 molecule (wB97M-V/def2-TZVPD, the OMol25 dataset).

Cartesian coordinates (Å):
C1 2.30209 0.28715 -0.01686
N1 0.90037 -0.03290 0.11598
C2 0.37880 -1.26769 0.36417
C3 -0.99254 -1.18848 0.30290
C4 -1.32011 0.16093 -0.01163
N2 -2.62831 0.67960 -0.09427
C5 -0.13382 0.84743 -0.13107
H1 2.60408 0.34346 -1.06915
H2 2.51664 1.24879 0.45967
H3 2.89714 -0.48186 0.48172
H4 1.02590 -2.11150 0.56628
H5 -1.69499 -1.98825 0.50179
H6 -3.26152 0.03912 -0.55771
H7 -2.65914 1.57437 -0.56656
H8 0.06541 1.88983 -0.34528

Properties
* spin multiplicity: 1
* SMILES string: Cn1ccc(N)c1
* HOMO-LUMO gap: 8.489 eV
* total charge: 0
* highest occupied orbital energy: -7.5 eV

Atomic partial charges in e from the Löwdin method, atoms 1 to 6:
1 C -0.0409
2 N -0.1916
3 C -0.1110
4 C -0.0520
5 C -0.3521
6 N 0.0649


iii | # C5H8N2

A single C5H8N2 molecule (wB97M-V/def2-TZVPD, the OMol25 dataset).

Cartesian coordinates (Å):
C1 -0.06485 1.38761 0.58735
C2 -0.13537 1.11219 -0.92937
N1 -0.64511 -0.25981 -0.70481
C3 -0.66090 -0.03131 0.75971
C4 0.28874 -1.08181 1.27013
N2 0.82941 -1.79403 0.36931
C5 0.30501 -1.35678 -0.92720
H1 -0.66683 2.21900 0.96020
H2 1.14142 -1.03163 -1.56267
H3 0.95476 1.47898 0.97425
H4 0.81834 1.15251 -1.47078
H5 -0.86390 1.73139 -1.46334
H6 -1.65293 -0.08153 1.22580
H7 0.52007 -1.22707 2.32568
H8 -0.16787 -2.21769 -1.41425

Properties
* spin multiplicity: 1
* SMILES string: C1=NCN2CC[C@H]12
* HOMO-LUMO gap: 9.944 eV
* total charge: 0
* highest occupied orbital energy: -8.8 eV

Atomic partial charges in e from the Löwdin method, atoms 1 to 6:
1 C -0.0974
2 C -0.1606
3 N -0.0840
4 C -0.2710
5 C -0.1236
6 N 0.0712


Least stable of them? i.


i | # C5H8N2

A single C5H8N2 molecule (wB97M-V/def2-TZVPD, the OMol25 dataset).

Cartesian coordinates (Å):
N1 3.42864 -0.00620 0.15218
C1 0.13655 0.37139 0.69759
C2 1.37145 0.76948 0.52058
N2 2.55989 1.06747 0.38165
C3 -0.86570 0.18911 -0.38384
C4 -2.32642 0.30374 -0.04845
C5 -1.73501 -1.04312 -0.34210
H1 4.28298 0.36516 -0.24443
H2 2.99083 -0.67294 -0.47990
H3 -0.15993 0.09472 1.70932
H4 -0.55238 0.52789 -1.36776
H5 -2.57244 0.53651 0.98411
H6 -2.99106 0.75109 -0.78087
H7 -1.98283 -1.52341 -1.28452
H8 -1.58456 -1.73088 0.48644

Properties
* spin multiplicity: 1
* SMILES string: NN=C=CC1CC1
* HOMO-LUMO gap: 9.634 eV
* total charge: 0
* highest occupied orbital energy: -8.6 eV

Atomic partial charges in e from the Löwdin method, atoms 1 to 6:
1 N -0.0101
2 C -0.0722
3 C -0.1218
4 N -0.0290
5 C -0.3085
6 C -0.1290


ii | # C5H8N2

A single C5H8N2 molecule (wB97M-V/def2-TZVPD, the OMol25 dataset).

Cartesian coordinates (Å):
C1 1.82560 1.37187 1.34427
C2 0.52885 -0.25364 0.50401
C3 1.66395 -0.12559 1.10935
N1 -0.66364 -2.07036 -1.01733
C4 -1.17849 -0.89595 -0.99336
N2 -2.31860 -0.46283 -1.64245
C5 -0.63157 0.04687 -0.02449
H1 2.00020 1.96987 0.44975
H2 0.89336 1.74156 1.80355
H3 2.61295 1.49267 2.07377
H4 2.06297 -0.86809 1.79268
H5 -1.13585 -2.66473 -1.69634
H6 -2.34475 0.52242 -1.86064
H7 -2.63520 -1.05996 -2.38956
H8 -1.24226 0.84183 0.40495

Properties
* spin multiplicity: 1
* SMILES string: [H]/N=C(\N)C=C=CC
* HOMO-LUMO gap: 8.769 eV
* total charge: 0
* highest occupied orbital energy: -8.2 eV

Atomic partial charges in e from the Löwdin method, atoms 1 to 6:
1 C -0.1023
2 C -0.0589
3 C -0.1203
4 N 0.1147
5 C -0.5355
6 N 0.1056


iii | # C5H8N2

A single C5H8N2 molecule (wB97M-V/def2-TZVPD, the OMol25 dataset).

Cartesian coordinates (Å):
C1 -0.51819 -1.83416 -0.50792
C2 0.10802 2.21352 -0.40435
N1 1.88694 -0.75053 1.04686
C3 -0.64026 -0.57987 0.30104
N2 -1.66696 -0.26038 0.93960
C4 1.39685 0.10107 0.28151
C5 0.49295 0.79836 -0.26323
H1 2.14841 -1.63400 0.60598
H2 -1.69674 0.62592 1.43138
H3 -1.47481 -2.03428 -0.99750
H4 -0.28589 -2.66382 0.16415
H5 0.24985 -1.76885 -1.27535
H6 -0.30082 2.40354 -1.40135
H7 0.95981 2.88348 -0.24408
H8 -0.65917 2.49999 0.32325

Properties
* spin multiplicity: 1
* SMILES string: [H]/N=C(/C)C(C)=C=N
* HOMO-LUMO gap: 9.305 eV
* total charge: 0
* highest occupied orbital energy: -8.6 eV

Atomic partial charges in e from the Löwdin method, atoms 1 to 6:
1 C -0.0626
2 C -0.0845
3 N 0.1085
4 C -0.2979
5 N 0.1470
6 C -0.2628


Least stable of them? iii.


i | # C5H8N2

A molecular structure, C5H8N2 (wB97M-V/def2-TZVPD, the OMol25 dataset).

Cartesian coordinates (Å):
C1 -3.44568 -0.13647 0.06061
C2 1.59416 0.81998 -0.46191
C3 0.65630 1.61964 0.49474
C4 0.59256 -0.24079 -0.09574
C5 0.54027 -1.74393 -0.31617
N1 -4.53442 -0.34424 0.23390
N2 -0.17087 0.40353 0.73206
H1 1.54601 1.30976 -1.51455
H2 2.65596 0.59157 -0.17392
H3 1.15618 1.88998 1.48015
H4 0.17214 2.58804 0.04742
H5 1.47574 -2.22337 0.25489
H6 -2.44218 -0.26596 0.17283
H7 -0.36574 -2.05329 0.29823
H8 0.56955 -2.21443 -1.21254

Properties
* spin multiplicity: 1
* HOMO-LUMO gap: 11.335 eV
* total charge: 0
* highest occupied orbital energy: -10.6 eV

Atomic partial charges in e from the Löwdin method, atoms 1 to 6:
1 C -0.0857
2 C -0.1169
3 C -0.2221
4 C -0.3949
5 C -0.0259
6 N 0.0586


ii | # C5H8N2

A single C5H8N2 molecule (wB97M-V/def2-TZVPD, the OMol25 dataset).

Cartesian coordinates (Å):
C1 -1.35251 -1.30487 0.40218
N1 -0.15700 -0.52540 0.19825
C2 1.11996 -0.90961 0.41059
C3 1.97499 0.10523 0.00719
C4 1.18702 1.13444 -0.51725
C5 -0.19377 0.78038 -0.34126
N2 -1.44750 1.17885 -0.90171
H1 -2.18845 -0.60790 0.43830
H2 -1.53215 -1.99746 -0.42707
H3 -1.27428 -1.86231 1.33728
H4 1.33937 -1.85940 0.88479
H5 3.05009 0.10373 0.12636
H6 1.52013 2.09683 -0.88134
H7 -0.64373 1.52010 0.44996
H8 -1.35542 2.14447 -1.21566

Properties
* spin multiplicity: 1
* HOMO-LUMO gap (alpha / beta): 6.910 / 7.755 eV
* total charge: 0
* highest occupied orbital energy (alpha / beta): -6.6 / -7.5 eV

Atomic partial charges in e from the Löwdin method, atoms 1 to 6:
1 C -0.0338
2 N -0.1211
3 C -0.0864
4 C -0.0911
5 C -0.0261
6 C -0.4972


iii | # C5H8N2

A single C5H8N2 molecule (wB97M-V/def2-TZVPD, the OMol25 dataset).

Cartesian coordinates (Å):
C1 0.77407 1.51818 -1.27578
C2 1.00829 0.20256 -0.56859
C3 0.61765 -1.03748 -1.02373
N1 -0.22755 -1.58988 -0.07171
C4 -0.37477 -0.69075 0.96142
N2 -1.54623 -0.58322 1.72181
C5 0.52950 0.30642 0.77184
H1 -0.30761 1.67241 -1.12082
H2 1.25505 2.36831 -0.78278
H3 0.93962 1.52758 -2.35008
H4 0.84146 -1.59491 -1.92599
H5 -0.87181 -2.33573 -0.27270
H6 -1.73174 -1.29233 2.41293
H7 -1.56877 0.33954 2.13979
H8 0.66285 1.18930 1.38440

Properties
* spin multiplicity: 1
* SMILES string: Cc1c[nH]c(N)c1
* HOMO-LUMO gap: 8.391 eV
* total charge: 0
* highest occupied orbital energy: -7.4 eV

Atomic partial charges in e from the Löwdin method, atoms 1 to 6:
1 C -0.0740
2 C -0.2933
3 C -0.0900
4 N 0.0677
5 C -0.3859
6 N 0.0957


Least stable of them? ii.